No. 1
A 3-piece molecular cluster, C33H32BClF13N2O14PS3 overall at a distorted geometry, computed with wB97M-V/def2-TZVPD.

XYZ file:
```
100
Properties=species:S:1:pos:R:3:lowdin_charge:R:1
C 4.166 -6.141 1.382 -0.02
C 2.770 -5.683 1.066 -0.36
C 2.081 -4.832 2.087 0.00
N 2.254 -6.025 -0.058 0.15
C 1.559 -5.060 -0.798 -0.15
C 2.242 -3.922 -1.203 -0.16
O 3.542 -3.702 -0.834 0.07
C 1.554 -2.970 -1.956 0.00
C 0.234 -3.129 -2.346 -0.04
C -0.469 -4.293 -1.940 -0.13
S -2.174 -4.569 -2.390 0.80
O -2.442 -4.278 -3.759 -0.22
O -2.632 -5.881 -2.038 -0.26
C -3.290 -3.422 -1.371 -0.46
F -4.230 -4.177 -0.789 0.15
F -3.908 -2.616 -2.230 0.12
C -2.582 -2.668 -0.229 -0.37
F -1.740 -1.728 -0.675 0.17
F -1.923 -3.571 0.522 0.16
C -3.589 -1.954 0.742 -0.55
F -4.116 -2.768 1.632 0.21
F -4.506 -1.274 0.070 0.19
F -2.853 -1.051 1.424 0.16
C 0.209 -5.236 -1.146 -0.10
C -0.412 -6.499 -0.604 -0.13
C -0.289 -7.627 -1.609 -0.79
O -0.341 -7.511 -2.769 0.11
Cl -0.039 -9.229 -0.860 0.66
C -0.304 -1.968 -3.160 -0.29
O -0.984 -2.058 -4.135 0.12
C 0.150 -0.590 -2.690 -0.07
C -0.687 0.536 -2.662 -0.24
P -2.404 0.437 -3.309 0.44
S -2.520 0.544 -5.250 0.17
C -0.233 1.764 -2.165 -0.01
B -1.120 3.097 -2.042 -0.58
O -2.268 3.017 -1.255 0.10
N -0.813 4.374 -2.629 -0.06
C -0.426 5.301 -1.542 -0.06
C 0.205 4.310 -3.692 -0.06
C 1.102 1.838 -1.752 -0.22
O 1.551 3.060 -1.306 0.03
C 1.983 0.761 -1.809 -0.08
S 3.706 0.948 -1.295 0.68
C 4.062 -0.247 -0.016 -0.11
O 4.577 0.778 -2.421 -0.28
O 3.909 2.231 -0.673 -0.32
C 1.475 -0.465 -2.274 -0.04
C 2.296 -1.725 -2.344 -0.28
O 3.443 -1.757 -2.674 0.16
H 4.567 -6.651 0.512 0.08
H 4.762 -5.245 1.545 0.09
H 4.201 -6.829 2.227 0.09
H 2.826 -4.169 2.532 0.09
H 1.306 -4.200 1.657 0.08
H 1.673 -5.438 2.895 0.10
H 4.101 -4.055 -1.541 0.15
H 0.094 -6.841 0.294 0.10
H -1.451 -6.362 -0.329 0.12
H -3.194 1.420 -2.717 -0.02
H -2.898 -0.791 -2.863 -0.03
H -3.021 3.317 -1.775 0.10
H -0.890 6.277 -1.685 0.09
H -0.777 4.960 -0.566 0.08
H 0.655 5.412 -1.472 0.08
H 0.133 3.375 -4.244 0.09
H 1.209 4.503 -3.318 0.08
H -0.011 5.099 -4.417 0.09
H 1.318 3.152 -0.375 0.13
H 5.137 -0.264 0.131 0.08
H 3.619 0.164 0.890 0.07
H 3.662 -1.231 -0.227 0.04
C -5.730 1.112 1.994 -0.05
C -4.406 1.568 2.561 -0.20
O -4.511 2.846 3.215 0.04
C -5.000 2.828 4.447 -0.40
O -5.357 1.863 5.054 0.17
C -5.006 4.254 5.022 -0.55
F -5.495 5.135 4.141 0.17
F -3.759 4.634 5.335 0.17
F -5.747 4.321 6.124 0.17
H -6.142 1.863 1.319 0.09
H -5.587 0.181 1.455 0.06
H -6.469 0.946 2.778 0.08
H -3.683 1.700 1.758 0.12
H -4.001 0.827 3.250 0.12
C 5.440 5.929 2.145 -0.06
C 4.409 4.870 1.821 -0.19
O 3.331 4.879 2.783 0.03
C 2.398 5.800 2.605 -0.41
O 2.362 6.620 1.736 0.17
C 1.305 5.642 3.675 -0.55
F 1.829 5.476 4.894 0.17
F 0.546 4.566 3.405 0.16
F 0.511 6.706 3.710 0.18
H 5.802 5.810 3.167 0.08
H 6.282 5.857 1.459 0.09
H 5.014 6.930 2.066 0.08
H 4.855 3.881 1.886 0.12
H 4.013 4.983 0.813 0.12
```

Values from the calculation:
HOMO energy	-8.63	eV
SMILES	CC(C)=Nc1c(O)c2c(c(S(=O)(=O)C(F)(F)C(F)(F)C(F)(F)F)c1CC(=O)Cl)C(=O)c1c([PH2]=S)c(B(O)N(C)C)c(O)c(S(C)(=O)=O)c1C2=O.CCOC(=O)C(F)(F)F.CCOC(=O)C(F)(F)F
2S+1	1

No. 2
C33H32CdN3O6 as an isolated structure, computed with wB97M-V/def2-TZVPD.

XYZ file:
```
75
Properties=species:S:1:pos:R:3:lowdin_charge:R:1
Cd -0.426 0.273 0.003 1.47
O -2.974 2.985 -2.722 0.01
C -2.162 2.289 -2.111 -0.61
O -2.186 1.038 -1.900 -0.12
C -0.931 3.016 -1.531 -0.18
C -0.855 4.397 -1.422 0.00
C 0.298 4.954 -0.887 -0.05
C 1.352 4.123 -0.522 -0.01
C 1.194 2.755 -0.677 -0.21
N 0.065 2.239 -1.146 0.07
C 2.284 1.719 -0.351 -0.65
O 3.406 2.137 -0.072 0.01
O 1.894 0.511 -0.420 -0.15
H -1.696 4.991 -1.750 0.11
H 0.377 6.027 -0.759 0.10
H 2.277 4.502 -0.112 0.11
O 2.643 -2.037 0.431 -0.09
C 3.507 -1.772 1.512 -0.28
C 2.967 -2.306 2.845 -0.16
C 1.492 -1.952 3.134 -0.15
C 1.343 -0.520 3.550 -0.29
C 1.081 -0.153 4.868 -0.03
C 1.056 1.191 5.203 -0.08
C 1.357 2.129 4.229 -0.08
C 1.591 1.673 2.939 -0.15
N 1.539 0.392 2.596 0.13
H 2.518 -1.176 -0.008 0.03
H 3.680 -0.698 1.593 0.11
H 4.472 -2.260 1.318 0.11
H 3.608 -1.910 3.639 0.11
H 3.053 -3.396 2.854 0.10
H 1.116 -2.612 3.920 0.11
H 0.924 -2.122 2.223 0.07
H 0.910 -0.913 5.621 0.11
H 0.832 1.497 6.218 0.10
H 1.393 3.185 4.458 0.10
H 1.845 2.368 2.146 0.10
O -0.960 -1.155 -2.193 -0.15
C -1.944 -2.163 -2.308 -0.27
C -1.336 -3.531 -2.011 -0.17
C -0.534 -3.558 -0.708 -0.14
C -1.364 -3.447 0.536 -0.28
C -2.259 -4.449 0.912 -0.02
C -2.950 -4.329 2.104 -0.07
C -2.711 -3.222 2.907 -0.06
C -1.794 -2.285 2.466 -0.15
N -1.154 -2.379 1.303 0.09
H -1.404 -0.274 -2.292 0.01
H -2.351 -2.181 -3.326 0.12
H -2.777 -1.969 -1.623 0.10
H -0.660 -3.793 -2.827 0.11
H -2.149 -4.262 -1.990 0.11
H 0.178 -2.737 -0.718 0.09
H 0.027 -4.495 -0.662 0.12
H -2.385 -5.320 0.281 0.11
H -3.654 -5.093 2.411 0.10
H -3.209 -3.102 3.859 0.10
H -1.550 -1.419 3.072 0.11
C -5.796 -0.610 1.772 -0.10
C -4.936 -1.007 0.729 -0.08
C -3.676 -0.488 0.647 -0.07
C -3.193 0.466 1.573 -0.23
C -1.878 1.014 1.459 -0.18
C -1.573 2.060 2.296 -0.16
C -2.442 2.492 3.321 -0.10
C -3.656 1.895 3.501 -0.06
C -4.082 0.891 2.600 -0.18
C -5.375 0.320 2.681 -0.06
H -6.792 -1.031 1.838 0.09
H -5.281 -1.719 -0.012 0.10
H -3.014 -0.755 -0.163 0.05
H -0.631 2.582 2.192 0.06
H -2.119 3.282 3.991 0.09
H -4.317 2.199 4.305 0.10
H -6.043 0.655 3.467 0.10
```

Values from the calculation:
HOMO energy	-5.39	eV
energy above the lowest of the compared OMol25 structures with the same formula, charge and spin	37.9	kJ/mol
net charge	-1
2S+1	1